1.
The following is a DFT calculation (wB97M-V/def2-TZVPD) of a single C7H8N2S molecule.

Structure (XYZ):
```
18
Properties=species:S:1:pos:R:3:nbo_charge:R:1
C -0.25 1.40 -1.86 -0.21
C -0.77 0.08 -1.56 -0.28
C 0.53 2.05 -1.00 -0.17
C 0.14 -0.29 1.89 0.05
C -0.41 -1.51 1.92 -0.52
C -0.61 -0.42 -0.33 0.00
C 0.95 1.46 0.32 -0.24
N -0.12 -3.08 -0.20 -1.14
N 0.04 0.41 0.72 -0.43
S -1.13 -2.02 0.36 1.07
H -0.52 1.84 -2.80 0.22
H -1.27 -0.49 -2.32 0.23
H 0.93 3.03 -1.22 0.21
H 0.64 0.19 2.71 0.22
H -0.46 -2.17 2.76 0.24
H 1.99 1.08 0.25 0.19
H 0.94 2.23 1.10 0.21
H -0.60 -3.79 -0.74 0.36
```

The value obtained for the frontier orbital gap is 0.2981 Ha. For the relative energy (zero: lowest compared OMol25 entry of this formula, charge and spin), the calculation gives 3.340 eV. The value obtained for the largest force on an atom is 3.024 eV/A. Its electronic energy is -21200.801 eV. The LUMO energy is 0.30 eV. As for the HOMO energy: -7.810 eV. Its net charge is 0.

2.
The following is a DFT calculation (wB97M-V/def2-TZVPD) of a single C7H8N2Si molecule.

Structure (XYZ):
```
18
Properties=species:S:1:pos:R:3:nbo_charge:R:1
C -2.97 0.58 -0.28 -0.28
C -2.34 -0.69 -0.44 -0.14
C -0.04 -1.92 0.01 -0.29
C -2.15 1.55 0.17 0.02
C 1.17 -1.45 0.26 -0.02
C -1.00 -0.80 -0.12 -0.13
C -0.28 0.32 0.32 0.35
N -0.85 1.52 0.45 -0.42
N 1.16 -0.11 0.52 -0.74
Si 2.46 0.70 -0.34 1.10
H -4.08 0.45 -0.43 0.24
H -3.02 -1.49 -0.57 0.21
H -0.18 -2.94 -0.40 0.22
H -2.55 2.64 0.28 0.19
H 2.09 -1.91 0.43 0.22
H 2.38 0.22 -1.60 -0.21
H 3.68 0.06 0.27 -0.18
H 2.33 2.15 -0.21 -0.15
```

Its structure (SMILES) is [SiH3]n1ccc2cccnc21. The value obtained for the frontier orbital gap is 0.3422 Ha. For the relative energy (zero: lowest compared OMol25 entry of this formula, charge and spin), the calculation gives 0.208 eV. The value obtained for the largest force on an atom is 5.193 eV/A. Its electronic energy is -18245.185 eV. The LUMO energy is 0.73 eV. As for the HOMO energy: -8.583 eV. Its net charge is 0.